{
  "formula": "C72H166B3F12N9O2",
  "method": "the ωB97M-V functional and the def2-TZVPD basis",
  "symbols": ["H", "H", "H", "H", "H", "H", "C", "H", "H", "H", "C", "H", "C", "F", "H", "C", "H", "O", "H", "H", "C", "H", "C", "H", "H", "H", "H", "H", "H", "H", "H", "H", "H", "C", "C", "C", "H", "H", "H", "H", "H", "H", "C", "H", "C", "H", "N", "C", "H", "H", "C", "H", "N", "H", "H", "H", "H", "H", "H", "H", "H", "F", "C", "C", "C", "H", "H", "H", "H", "H", "H", "H", "H", "N", "H", "H", "H", "C", "H", "C", "H", "C", "H", "H", "C", "H", "H", "C", "H", "H", "H", "H", "H", "H", "C", "C", "C", "H", "H", "F", "H", "H", "N", "H", "H", "H", "C", "H", "C", "H", "F", "C", "C", "C", "H", "C", "C", "H", "H", "H", "C", "C", "C", "H", "H", "H", "H", "C", "C", "H", "C", "H", "H", "H", "C", "H", "N", "H", "H", "C", "H", "H", "H", "C", "H", "H", "C", "H", "N", "C", "H", "H", "C", "H", "H", "H", "C", "C", "H", "F", "H", "H", "C", "H", "C", "C", "B", "B", "C", "H", "H", "H", "H", "H", "C", "C", "H", "F", "H", "C", "H", "H", "H", "H", "H", "H", "H", "C", "H", "F", "H", "C", "C", "H", "H", "F", "H", "H", "H", "B", "C", "H", "H", "C", "H", "C", "C", "H", "C", "H", "H", "N", "N", "H", "H", "H", "H", "F", "C", "F", "H", "H", "C", "H", "H", "H", "H", "H", "C", "H", "H", "H", "H", "C", "C", "H", "H", "C", "H", "H", "H", "H", "H", "C", "H", "H", "C", "H", "H", "F", "C", "F", "C", "C", "H", "H", "C", "N", "H", "H", "H", "H", "H", "O"],
  "coordinates": [[-12.77929, 3.87633, -8.64891], [-14.30988, 2.64222, 5.98473], [-13.98240, 2.64184, -8.98538], [-16.96598, 3.89428, -0.61315], [-24.77380, 13.67831, -1.65784], [-18.83272, 8.73929, -4.56186], [-8.64534, 5.91771, -2.93506], [-17.87767, 2.16287, -2.85069], [-17.51395, 10.80495, 3.11675], [-13.23357, 6.13295, 3.44612], [-16.28694, 8.31679, -1.59620], [-8.31972, 8.31951, 0.64522], [-17.71971, 0.50646, -0.76797], [-14.00620, 9.19016, -3.86809], [-15.87114, 16.16520, 0.14159], [-19.34983, 14.59825, -3.35358], [-11.82728, 5.20768, 4.03461], [-16.38952, 6.36230, -0.01661], [-14.66169, 4.47876, -2.98770], [-26.01074, 11.83030, -2.45380], [-13.64295, 0.55824, 6.44960], [-16.86436, -1.49013, -0.49529], [-18.79333, 8.53402, 4.06371], [-10.56234, 9.41934, 2.39479], [-15.83500, 3.62566, -5.12418], [-24.89299, 9.76421, -1.99028], [-21.67027, 9.07363, 4.75600], [-16.71364, 15.41491, -2.78737], [-12.47896, 16.07645, 4.98302], [-14.42061, 2.36222, -6.59706], [-15.44600, 14.66339, -0.45651], [-22.19403, 15.35936, -3.44373], [-18.55850, 10.97022, 6.38351], [-15.15400, 5.92130, 0.51840], [-13.07922, -0.56001, 5.54408], [-13.72426, 3.45460, -8.30649], [-24.18060, 11.87400, 3.36439], [-21.42475, 17.19256, -4.29408], [-12.17279, 7.73387, 0.95959], [-18.42233, 10.28628, -4.05634], [-12.50464, -0.26833, 3.43457], [-17.24155, 9.20908, -4.08194], [-12.27058, 15.52920, 4.06367], [-21.53913, 10.62218, -0.04320], [-21.80827, 16.05776, -2.70108], [-9.85289, 5.39425, -0.31910], [-13.43517, 1.60692, 4.27276], [-12.95236, 12.29826, 1.17255], [-20.19375, 11.61389, 4.30349], [-12.96929, 4.99493, -2.91440], [-24.25990, 10.59336, -2.30620], [-8.77509, 9.17400, 2.70541], [-10.09577, 7.17721, 0.53968], [-8.86084, 4.28820, -5.91250], [-14.66428, 2.11371, -0.78216], [-12.18394, 11.79595, 1.76017], [-14.65792, 5.04855, 0.09377], [-16.81625, 10.63148, 4.80175], [-15.60767, 4.82737, -6.50942], [-12.18304, -1.07677, 5.88746], [-18.80076, 8.59640, 2.97552], [-20.57886, 12.65308, 2.08755], [-22.22557, 10.17291, -0.76086], [-20.50159, 9.92493, 6.38511], [-19.54733, 4.57401, -0.12429], [-15.73187, 13.86322, 3.91444], [-20.48519, 10.24721, 3.11551], [-13.27447, 6.11075, -5.37045], [-14.80474, 16.10329, -1.14947], [-13.87057, 11.71358, 1.22856], [-25.27379, 11.72423, -0.09236], [-15.66474, 6.28545, -1.98982], [-9.77234, 9.22408, 0.12111], [-18.88881, 9.95339, 4.56747], [-16.98203, 16.89310, -2.19166], [-17.43438, 2.78637, 0.68737], [-11.59414, 0.48762, 4.70046], [-12.86390, 13.25558, 4.11974], [-16.18991, 2.92827, -2.65855], [-17.69624, 10.83326, 4.19102], [-13.19710, 5.72791, -7.00373], [-16.91853, 15.87084, -1.81875], [-17.58241, 7.50123, 5.46896], [-16.55270, 5.91196, 3.60297], [-21.05561, 17.14562, -3.26957], [-16.16748, 12.34064, -0.10563], [-11.86842, 13.08406, -0.60674], [-18.69349, 8.81786, -2.33595], [-18.40125, 14.61169, -3.89037], [-14.47126, 4.20244, -8.57260], [-19.13722, 17.64867, -2.45118], [-8.56754, 6.34673, -3.93405], [-16.23898, 1.22689, -3.01140], [-17.12526, 11.37247, 0.94041], [-16.53930, 11.32406, 0.02259], [-12.61168, 0.26650, 4.37829], [-18.28439, 9.24454, -3.76677], [-18.97320, 17.02425, -4.02934], [-14.53376, -0.12481, -1.50211], [-18.45092, 13.16421, 1.62839], [-15.27900, 5.81056, 1.59553], [-19.04143, 3.32318, -1.88390], [-13.72755, 4.05558, -5.76057], [-11.64602, 8.34227, -0.52421], [-20.55322, 8.89100, 6.72633], [-8.96235, 3.34234, -7.56905], [-11.32115, 5.12645, -5.94639], [-11.01351, 6.05679, -6.42380], [-20.28703, 10.53926, 4.14679], [-16.62724, 8.24331, 4.21587], [-13.52352, 9.64319, -1.67458], [-13.62848, 4.13920, -3.06039], [-18.99633, 10.00926, 6.11339], [-20.83171, 15.59790, -1.64509], [-23.44492, 10.31525, -2.97445], [-22.99136, 12.33861, -1.57385], [-16.36487, 6.77706, -1.31437], [-23.16288, 12.52441, 1.31633], [-16.62560, -0.87008, -2.10782], [-20.19311, 14.81182, -4.01037], [-9.68110, 8.79970, 2.22882], [-19.03834, 3.20495, -0.80033], [-21.33525, 10.04480, 5.12024], [-13.72957, 14.45878, 1.03822], [-18.58712, 7.83954, 0.16373], [-18.22226, 5.60976, 4.04976], [-12.14392, 14.26741, 1.54598], [-11.55233, 7.45844, 0.10679], [-15.52486, 1.53794, -0.44157], [-14.44538, 15.66196, 4.07465], [-15.28237, 4.47226, -5.53157], [-12.72533, 2.45396, -6.78637], [-19.75190, 8.09763, 4.34445], [-20.99207, 14.60486, -1.22528], [-24.77429, 11.67202, 2.47286], [-18.60710, 0.42711, -1.39594], [-16.92886, 1.79414, -1.08755], [-18.16300, 0.55202, 0.22678], [-15.09111, 2.12277, 2.84533], [-14.30215, 1.38403, 2.98645], [-10.25247, 7.26395, -2.20746], [-20.71934, 16.34777, -0.86203], [-11.18486, 7.58056, 3.34387], [-17.54601, 6.35934, 3.63874], [-14.98371, 0.54041, 3.09545], [-13.32788, 3.45416, -2.26764], [-13.32931, 3.31999, -4.45540], [-19.60103, 9.37165, -2.09560], [-13.72987, 13.86996, 3.02727], [-18.30224, 15.46327, -1.34991], [-22.47521, 12.90888, -0.80153], [-25.43027, 12.52688, 2.30852], [-13.62933, 3.05525, -6.88287], [-14.53365, 4.06111, 3.78893], [-10.82667, 5.63584, 2.03704], [-15.68310, 13.83355, 2.19406], [-16.82519, 2.04498, -2.59285], [-15.73741, 15.65217, -0.81079], [-12.33968, 2.86551, -4.50212], [-13.33583, 7.57403, -2.56119], [-13.80462, -1.29959, 5.20509], [-15.97675, 8.61255, -2.59840], [-18.05197, 8.78898, 0.14736], [-12.06497, 6.57361, -0.27055], [-24.37806, 11.15198, 0.14913], [-23.69609, 11.58055, 1.43000], [-13.14527, 8.85238, -2.80997], [-19.76002, 13.18525, 1.15666], [-9.35251, 4.07385, -6.86141], [-19.63174, 2.30932, -0.61639], [-13.62743, 16.07633, 2.57970], [-12.83541, 1.12053, 6.91845], [-9.16792, 4.96547, -3.02585], [-24.88197, 10.19126, 0.25482], [-14.29404, 1.62638, 5.58985], [-17.53390, 7.66460, 4.39236], [-18.37512, 9.25280, 6.59293], [-11.78527, 8.97371, -3.19785], [-13.97362, 2.44098, -4.43795], [-9.23963, 6.96972, -1.93236], [-11.30078, 14.18691, 5.31185], [-17.28629, 6.36585, -1.72665], [-16.59324, 10.68531, -2.17369], [-14.84969, -0.40229, 0.23790], [-15.32162, 1.37609, 5.32617], [-23.85095, 13.59464, -3.09988], [-15.67583, 10.72264, 0.30689], [-12.57217, 2.90185, 3.91930], [-24.94059, 11.68302, -3.91592], [-21.85744, 6.61713, 0.49889], [-22.13754, 10.73194, 5.38910], [-15.18399, 13.43266, 3.07627], [-10.09227, 6.43324, 1.92350], [-15.61009, 1.82074, 0.60765], [-18.98813, 5.44430, -0.46779], [-22.63229, 7.72096, 2.33920], [-22.61138, 9.23138, -0.36999], [-18.35074, 14.41828, -1.04373], [-9.08283, 6.02338, 1.95738], [-21.44929, 7.43695, 1.63688], [-12.91148, 5.30912, 4.08304], [-9.35950, 4.97314, -7.47731], [-19.60790, 13.63333, -2.91723], [-9.38086, 8.49079, 0.82617], [-15.26716, 12.34630, 3.04457], [-24.21111, 12.97867, -2.27588], [-24.98960, 11.77263, -2.83072], [-17.84044, 6.46975, 2.59508], [-17.20524, 10.72313, -1.27250], [-13.04451, 5.55529, 5.13651], [-21.68087, 9.99986, -1.68901], [-23.43992, 11.02227, -1.06087], [-17.60660, 9.18434, -1.25403], [-21.40928, 18.04673, -2.76854], [-22.64355, 16.42948, -2.10757], [-10.84974, 13.95955, 3.60444], [-7.67975, 5.55000, -2.58789], [-20.59354, 6.67826, 2.40607], [-16.63206, -0.58466, -1.05588], [-20.87864, 8.58121, 1.18521], [-9.44627, 7.32944, 3.77657], [-18.06784, 11.83509, 4.40634], [-19.58054, 16.92032, -3.13020], [-15.43175, 8.55475, -0.96364], [-11.96426, 3.15379, 4.78824], [-13.52956, 4.15131, 2.43212], [-12.72991, 12.19628, 3.90060], [-14.41862, 0.32156, 7.17788], [-10.16393, 7.49210, 2.97244], [-14.37337, 6.68002, 0.57361], [-18.70351, 16.02323, -0.50521], [-25.31739, 10.72885, 2.53275], [-13.52544, 13.16282, 4.98104], [-15.23835, 0.02871, -0.68474], [-13.63602, 15.36663, 3.40695], [-19.50156, 4.51923, 0.96336], [-12.02083, 2.44844, 3.09555], [-13.47862, 4.04356, 3.51559], [-17.15968, 8.69249, 0.76593], [-11.71929, 16.19911, 3.40382], [-13.60739, 1.18102, 2.17147], [-15.50932, 5.30482, -4.86565], [-18.66680, 9.57587, 0.58428], [-12.89954, 5.33084, -6.03323], [-11.85538, 11.36146, -0.50521], [-8.33462, 6.20101, -0.05748], [-11.67068, 14.18060, 4.28656], [-22.17185, 12.09043, -2.24832], [-11.13066, 4.94328, -4.88891], [-20.04795, 14.53495, 1.01936], [-17.58200, 3.03004, -0.36473], [-19.84588, 12.43125, 0.01323], [-12.46975, 12.23420, -0.28388], [-9.30581, 6.31077, -0.54002], [-20.62037, 4.65407, -0.29829], [-22.96598, 10.85448, 1.78762], [-13.10915, 13.76446, 1.60487], [-19.43556, 15.64662, -2.31043], [-18.10597, 11.27620, -1.53880], [-20.75700, 10.61649, 7.18799], [-8.80383, 7.96817, -1.96826], [-19.03319, 7.78612, -2.42647], [-13.34742, 12.20588, -0.92964], [-10.77358, 3.98928, -6.63787]],
  "atomic_forces_ev_per_a": [[0.12, -0.09, -0.17], [0.28, -0.14, 0.13], [0.25, -0.41, 0.41], [-0.04, 0.02, -0.07], [-0.12, -0.45, 0.24], [-0.19, -0.46, 0.41], [0.19, 0.64, 0.48], [0.56, -0.08, -0.99], [0.06, -0.30, 0.05], [0.12, 0.35, 0.31], [-0.41, -0.23, 1.11], [-0.06, 0.06, 0.00], [1.24, -0.28, -1.05], [-0.08, 0.33, -0.20], [-0.66, 0.35, -0.01], [-1.37, -0.59, -0.15], [0.25, 0.49, -0.32], [1.42, -0.78, 1.53], [0.18, -0.28, 0.07], [-0.06, -0.24, -0.45], [-0.10, 0.73, 0.51], [0.11, 0.05, -0.03], [0.35, -0.11, -0.89], [0.60, 0.86, -0.45], [0.30, -0.27, -0.61], [0.23, -0.19, -0.35], [-0.58, 0.14, 0.37], [0.29, -0.77, 0.16], [0.53, -0.08, 0.11], [-0.16, -0.15, -0.34], [-0.60, -0.61, -0.75], [0.26, -0.43, 0.38], [-0.18, 0.06, 0.06], [0.47, 1.09, 1.41], [-1.28, 0.60, -0.42], [-0.10, 1.54, -1.12], [-0.73, -0.15, 0.56], [0.68, 0.70, -0.27], [0.48, 0.02, 0.60], [-0.66, 0.37, 0.77], [-0.48, 0.36, -0.13], [0.30, -0.89, 0.52], [-0.79, 1.83, -0.33], [-0.48, 0.29, 0.00], [-0.85, -1.64, 2.40], [0.17, -0.47, -1.38], [-0.93, -0.89, -1.69], [0.49, 0.52, -0.84], [0.24, 0.00, -0.60], [-0.09, 0.25, -0.35], [1.18, -1.58, 1.45], [-0.42, 0.40, 0.16], [-1.01, -0.35, -0.38], [0.29, 0.01, 0.01], [-0.63, 0.59, -0.75], [-0.14, 0.24, 0.46], [-0.59, -0.38, -0.45], [-0.20, -0.35, -0.11], [-0.24, -0.56, -0.04], [-0.40, -0.04, 0.58], [-0.36, 0.27, -0.11], [-1.27, -1.01, 1.25], [-1.11, -0.52, -0.01], [1.03, -1.81, 1.51], [-0.54, -2.09, -0.23], [0.54, -0.14, 0.26], [0.25, 0.36, -0.03], [0.76, -0.05, 0.62], [-0.14, -0.01, -0.59], [-0.07, 0.16, 0.29], [0.53, 0.90, -0.36], [0.93, 0.15, 0.45], [0.28, -0.01, -0.04], [0.60, -0.12, 1.10], [0.35, 0.48, 0.80], [-0.38, 0.19, 0.06], [0.11, 0.92, -0.50], [-0.87, -1.02, -0.18], [-0.49, 0.28, -0.28], [-1.66, 0.20, -0.22], [0.13, -0.48, -0.30], [0.32, 0.03, -0.55], [0.37, -0.32, 0.08], [0.20, -0.02, 0.28], [-0.85, 2.49, -2.36], [-0.23, -0.02, -0.62], [-0.01, 0.20, 0.28], [0.45, 1.74, -0.98], [-0.19, 0.04, 0.18], [-0.23, 0.15, 0.39], [-0.23, 0.50, -0.09], [0.28, 0.09, 0.10], [-0.68, -0.18, -0.30], [-0.74, -0.06, -0.54], [0.30, -1.34, -0.36], [1.59, 0.87, 0.22], [0.48, 0.93, -0.80], [-0.10, -0.87, -0.04], [0.06, 0.01, 0.21], [1.78, -0.61, 0.33], [-0.58, -0.71, -0.04], [-0.20, 0.28, -0.04], [-0.66, 1.46, 1.72], [0.37, -0.47, -0.53], [-0.87, 0.17, 0.66], [-0.33, -0.78, 0.74], [-2.95, 0.31, 0.03], [1.11, 0.01, 0.55], [0.38, 0.77, -0.37], [0.05, 0.04, -0.23], [0.64, -0.35, -0.17], [1.35, -0.83, -2.00], [-0.12, 1.01, -1.10], [0.92, -1.21, 0.11], [-0.41, -0.49, -0.26], [0.30, 0.96, 0.29], [-2.08, 0.84, -3.07], [-0.08, 0.11, -0.02], [-0.23, 0.07, 0.05], [0.43, -0.14, -0.50], [-0.91, -0.14, 2.37], [0.76, 1.82, 0.63], [1.38, -0.43, 0.20], [-0.40, -0.73, -0.50], [-0.04, 0.17, -0.25], [-0.08, 0.20, 0.16], [0.18, -0.16, 0.72], [0.29, 0.17, 0.81], [-0.53, -1.03, -0.36], [-0.09, -0.50, -0.07], [1.11, 0.10, -1.14], [0.20, 0.31, 0.51], [0.31, -0.49, 0.05], [0.24, 0.18, 0.17], [0.64, 0.57, 0.58], [0.32, 0.09, -0.45], [0.80, 0.90, 1.22], [0.76, 0.07, 0.33], [0.85, 0.86, -0.12], [-0.42, -0.43, 1.51], [-0.36, -0.47, -0.31], [-0.42, -0.17, 0.16], [0.23, 0.25, 0.23], [0.01, -0.53, -0.57], [0.71, -0.72, 0.47], [-0.44, -0.18, 0.02], [-1.25, 1.02, 1.41], [0.20, 0.11, 0.46], [0.08, 1.70, 0.06], [-0.79, 0.45, 1.11], [-0.49, 0.09, 0.30], [-0.18, -0.20, 0.02], [-0.86, -1.90, 0.57], [-0.02, -0.97, 0.44], [-0.09, 0.15, -0.65], [0.07, -0.05, -0.13], [0.33, -0.32, 2.21], [-0.11, 0.89, 0.35], [0.26, 0.64, -0.18], [-0.77, -4.37, 1.40], [-0.22, 0.02, 0.45], [-0.20, -0.47, 0.01], [0.05, 0.34, -0.11], [0.59, -0.01, -0.49], [0.28, -0.84, -0.39], [-0.17, -0.16, -0.84], [0.43, 3.19, -1.33], [0.36, 1.36, 1.17], [-1.01, 0.24, -0.74], [-0.20, 0.35, 0.53], [-0.68, -0.70, -0.54], [0.24, -0.61, 0.55], [-0.85, 0.13, 0.26], [0.64, -0.56, 0.20], [0.29, -0.22, -1.65], [-1.32, 1.28, 1.19], [-0.20, -0.17, -0.28], [-0.32, 0.51, 0.51], [-0.19, 0.09, -0.13], [-1.27, -1.57, -0.02], [0.20, -0.59, -0.14], [-0.56, 0.27, -0.19], [0.53, 0.76, 0.35], [0.12, -0.14, -0.21], [0.06, -0.07, -0.25], [0.07, 0.03, 0.00], [0.30, -0.12, -0.30], [-1.93, -2.76, 0.68], [-0.47, 0.39, 0.08], [0.73, 0.67, 0.28], [-0.09, -0.04, -0.96], [0.37, 0.14, -0.88], [1.46, 0.12, -1.00], [-0.35, -0.38, -0.01], [-0.12, -0.14, -0.14], [0.55, 0.38, 0.13], [0.29, -0.04, 0.00], [-0.01, -0.07, -0.04], [-0.11, -0.42, -0.07], [-3.06, -2.28, -0.52], [1.28, 0.88, -0.28], [0.54, 1.01, -0.17], [0.52, -0.15, 0.18], [-0.44, -0.83, -1.31], [0.17, 0.08, 0.15], [1.26, 0.33, -0.54], [-0.39, 0.83, 0.48], [-0.14, 0.24, -0.11], [-0.29, -0.64, -0.14], [-0.72, -0.33, -0.02], [-0.25, 0.03, -0.12], [-0.63, 0.82, -0.17], [1.00, -1.78, 0.47], [0.61, 0.31, -0.24], [-0.36, -0.08, -0.37], [-0.09, -0.10, 0.05], [0.35, 0.52, -0.20], [1.09, -0.18, 0.54], [-0.40, 0.22, 0.61], [1.33, 1.62, -0.46], [-0.45, -0.43, 0.15], [0.33, 0.11, -0.02], [1.42, 1.57, 1.84], [-0.39, 1.17, 0.27], [0.06, -0.31, -0.11], [0.26, -0.17, -0.17], [0.61, 0.11, -0.47], [0.52, -0.57, 0.30], [0.55, 0.84, -0.41], [0.04, 0.64, -0.85], [0.84, 0.12, 0.44], [-0.09, 0.18, 0.31], [0.11, 0.75, 0.32], [-1.28, 0.41, 0.34], [0.19, 0.19, 0.07], [0.33, -0.02, 0.05], [0.58, 0.76, 0.08], [-0.40, 0.67, 0.01], [0.01, -0.01, -0.16], [0.53, -0.20, 0.38], [-0.29, 0.43, -0.10], [1.13, 0.13, 0.20], [-0.24, -0.09, -0.36], [-0.16, -1.57, -0.38], [-0.26, -0.13, 0.13], [0.17, -0.02, -0.26], [0.04, -0.56, 0.60], [-0.20, 0.08, -0.52], [0.85, 0.42, 0.14], [-0.53, 0.54, -0.98], [0.03, -1.42, -0.96], [-0.01, -0.54, -1.93], [-0.29, 0.16, -0.46], [-0.76, 1.65, 1.93], [0.15, 0.46, -0.31], [0.06, -0.21, -0.35], [-0.56, -0.66, 1.00], [-0.30, -1.11, -2.37], [-0.19, -0.17, 0.31], [-0.19, -0.22, -0.09], [0.99, -0.42, 0.31], [0.82, -0.29, 1.06], [0.18, -0.06, -0.23], [0.43, 0.17, -0.30]],
  "mulliken_spin": [0.002, 0.000, 0.000, 0.000, 0.000, 0.000, 0.003, 0.000, 0.000, 0.000, 0.000, 0.000, 0.000, 0.000, 0.000, 0.000, 0.000, 0.000, 0.000, 0.000, 0.000, 0.000, 0.000, 0.000, 0.000, 0.000, 0.000, 0.000, 0.000, -0.001, 0.000, 0.000, 0.000, 0.000, 0.000, 0.002, 0.000, 0.000, 0.000, 0.000, 0.000, 0.000, 0.000, 0.000, 0.000, 0.000, 0.000, 0.000, 0.000, 0.001, 0.000, 0.000, 0.000, 0.039, 0.000, 0.000, 0.000, 0.000, 0.000, 0.000, 0.000, 0.000, 0.000, 0.000, 0.000, 0.000, 0.000, 0.002, 0.000, 0.000, 0.000, 0.000, 0.000, 0.000, 0.000, 0.000, 0.000, 0.000, 0.000, 0.000, 0.009, 0.000, 0.000, 0.000, 0.000, 0.000, 0.000, 0.000, 0.000, -0.001, 0.000, 0.000, 0.000, 0.000, 0.000, 0.000, 0.000, 0.000, 0.000, 0.000, 0.000, 0.000, -0.004, 0.000, 0.000, 0.006, 0.075, 0.007, 0.000, 0.000, 0.000, -0.001, 0.000, 0.000, 0.000, 0.000, 0.000, 0.000, 0.000, 0.000, 0.000, 0.000, 0.000, 0.000, 0.000, 0.000, 0.000, 0.000, 0.000, 0.000, 0.000, 0.000, 0.000, 0.000, 0.000, 0.000, 0.000, 0.000, 0.000, 0.000, 0.001, 0.000, 0.000, 0.000, 0.000, 0.000, 0.002, 0.000, 0.000, 0.000, 0.000, 0.000, 0.002, 0.000, 0.000, 0.000, 0.000, 0.000, 0.001, 0.001, 0.000, 0.000, 0.000, 0.000, 0.000, 0.000, 0.000, 0.000, 0.050, 0.000, 0.000, 0.000, -0.002, 0.000, 0.000, 0.000, 0.000, 0.000, -0.001, -0.002, 0.000, 0.000, 0.000, 0.000, 0.000, 0.000, 0.000, 0.000, 0.000, 0.000, 0.000, 0.000, 0.000, 0.000, 0.000, 0.000, 0.000, 0.000, 0.000, 0.000, 0.000, 0.084, 0.000, 0.000, 0.000, 0.000, 0.000, 0.000, 0.000, 0.000, 0.000, 0.000, 0.000, 0.000, 0.000, 0.000, 0.000, 0.000, 0.000, 0.000, 0.000, 0.000, 0.000, 0.000, 0.000, 0.000, 0.000, 0.000, 0.000, 0.000, 0.000, 0.000, 0.000, 0.000, 0.000, 0.000, 0.000, 0.000, 0.000, 0.000, 0.000, 0.000, 0.000, 0.013, 0.000, 0.000, 0.000, 0.000, -0.009, 0.000, 0.000, 0.000, 0.000, 0.000, 0.000, 0.000, 0.000, 0.000, 0.000, 0.000, 0.000, 0.000, 0.000, 0.721],
  "s_squared": 0.754,
  "spin_multiplicity": 2,
  "total_energy_ev": -129436.6959,
  "total_charge": 7,
  "orbital_gap_ev": [8.7, 2.6],
  "fmax_ev_per_a": 4.7
}